# 1
A molecular structure, C18H35Cl5GeN2SSi3W in a non-equilibrium geometry, computed with ωB97M-V/def2-TZVPD.

The charge is +3. The value obtained for the gap between HOMO and LUMO (spin up / spin down) is 6.92 / 5.44 eV. Its spin multiplicity is 4.

XYZ file:
```
66
Properties=species:S:1:pos:R:3:forces:R:3
W -1.097649 0.815993 -0.919156 -1.48 0.31 0.18
Cl -1.898388 -2.784691 0.025691 0.04 -0.04 0.01
C -3.104492 -1.762938 -0.673942 -0.01 0.08 0.00
C -2.786656 -0.431567 -0.939603 -0.02 -0.22 -0.14
C -3.855550 0.364886 -1.316738 0.11 -0.19 0.04
Cl -3.395116 2.073508 -1.349909 0.11 0.30 -0.02
C -5.140897 -0.056163 -1.577685 -0.06 0.09 0.02
Cl -6.339259 1.037436 -2.089694 0.00 0.01 0.02
C -5.397586 -1.421678 -1.387558 -0.02 -0.06 0.01
Cl -6.947023 -2.032486 -1.701079 0.01 0.02 0.00
C -4.384584 -2.269431 -0.901380 0.03 0.02 0.01
Cl -4.729525 -3.906597 -0.585798 -0.01 -0.01 -0.01
C 0.395655 0.038829 4.212531 0.01 -0.06 0.03
N -0.308012 1.267304 3.839079 -0.07 -0.04 0.00
C -0.950302 1.507299 2.720539 0.00 0.11 -0.07
S -1.193256 0.200053 1.533301 0.11 -0.32 -0.32
N -1.561570 2.655065 2.481188 -0.03 0.06 0.01
C -1.675258 3.804646 3.390569 -0.04 0.02 0.03
H 1.206295 0.303191 4.886963 0.00 0.01 -0.01
H 0.808363 -0.437586 3.328707 0.02 0.01 -0.01
H -0.278546 -0.650335 4.719829 -0.02 0.01 -0.02
H -0.393278 1.954631 4.576783 0.01 0.02 -0.02
H -2.188935 2.663834 1.689854 0.07 0.01 -0.04
H -0.911620 3.780662 4.162600 0.06 0.01 -0.04
H -2.658546 3.818064 3.858469 0.01 -0.03 0.03
H -1.537137 4.717841 2.816672 -0.02 -0.01 -0.01
C 1.474747 -4.059290 -0.473058 0.04 -0.07 -0.02
Si 2.218819 -2.743710 0.580612 -0.28 0.49 -0.01
C 3.835388 -2.067694 -0.012139 0.04 -0.07 0.01
C 2.045698 -2.899230 2.411324 -0.04 -0.09 0.03
Ge 0.845636 -0.495844 0.185047 0.80 0.18 -0.32
Si 1.890418 1.838132 0.096528 -0.11 -0.08 -0.01
C 0.650895 2.958483 -0.838872 0.33 -0.46 -0.05
C 2.146015 2.545719 1.799931 0.02 -0.14 0.05
C 3.492431 1.764874 -0.836662 0.00 -0.07 -0.01
Si -0.060020 -0.568254 -2.757767 0.58 -0.69 -0.17
C 1.738473 -0.372564 -3.176356 -0.06 0.12 -0.05
C -1.121091 0.887418 -3.491093 -0.19 -0.17 0.82
C -0.725265 -2.210672 -3.275137 -0.11 0.02 0.06
H 1.679405 -5.026035 -0.001439 0.01 0.00 -0.02
H 1.936192 -4.071451 -1.461463 0.00 0.01 -0.01
H 0.397120 -3.982416 -0.590600 -0.05 -0.01 0.02
H 4.630337 -2.738185 0.332763 0.00 -0.01 -0.01
H 4.055317 -1.078804 0.389400 0.03 -0.02 0.04
H 3.893215 -2.038739 -1.100811 0.03 0.02 0.00
H 2.523263 -3.832418 2.727496 0.01 0.01 0.00
H 1.001467 -2.953610 2.723692 0.00 -0.02 0.01
H 2.548385 -2.084809 2.934805 0.00 0.00 0.00
H -0.425565 2.691970 -0.711682 -0.05 0.76 0.04
H 0.882865 3.008630 -1.904330 -0.10 0.00 -0.02
H 0.678387 3.978148 -0.449327 -0.02 -0.01 0.06
H 1.225580 2.881292 2.272755 -0.01 0.02 0.01
H 2.791133 3.422191 1.685763 0.00 0.00 -0.02
H 2.661055 1.854193 2.468815 0.00 0.02 0.02
H 3.378910 1.533546 -1.893293 0.02 0.00 0.00
H 4.185705 1.043624 -0.402806 0.02 0.03 0.01
H 3.962123 2.750080 -0.759421 -0.01 0.01 -0.01
H 2.016666 0.667486 -3.348828 0.01 0.00 0.02
H 1.946613 -0.925495 -4.096577 0.00 -0.02 0.01
H 2.394528 -0.779040 -2.402173 0.02 -0.02 -0.02
H -1.150387 1.896637 -3.047832 -0.03 0.10 -0.16
H -2.140599 0.560009 -3.691697 0.00 0.03 -0.04
H -0.608595 1.050549 -4.445425 0.23 -0.04 0.11
H 0.078720 -2.946557 -3.321136 0.02 0.01 0.02
H -1.137240 -2.111470 -4.284738 0.04 0.01 -0.02
H -1.513863 -2.596495 -2.634480 -0.02 0.01 -0.04
```
Forces are in eV/Å.

---

# 2
A molecular structure, C18H35ClF2O5SYb in a non-equilibrium geometry, computed with ωB97M-V/def2-TZVPD.

The charge is +2. The value obtained for the gap between HOMO and LUMO is 4.83 eV.

XYZ file:
```
63
Properties=species:S:1:pos:R:3:forces:R:3
C -0.103041 2.207307 1.491423 -0.79 0.18 -0.30
C 0.510942 3.462637 0.910265 1.81 0.05 0.01
C 1.503158 4.112405 1.935829 -0.58 0.33 -0.67
C 1.254925 3.132291 -0.436377 -1.66 0.95 0.47
C 0.216589 2.845357 -1.542752 1.05 0.26 -0.14
C 0.666891 3.596726 -2.792345 -0.49 0.05 0.35
C 0.106893 1.336100 -1.798963 -0.52 0.29 0.33
O -1.245208 0.990508 -1.676491 -0.06 -0.13 -0.24
C -1.465592 -0.410612 -1.464647 -0.34 0.85 -0.72
C -2.965433 -0.591889 -1.571608 -0.24 -0.49 0.40
C -3.548907 -1.639152 -0.621759 0.45 0.08 -0.21
C -3.215223 -1.416444 0.849759 -0.42 0.12 -0.13
C -3.355246 0.029260 1.331967 -0.02 -0.85 -0.08
S -4.717428 0.405268 2.441714 0.70 1.20 -0.12
O -4.216007 0.331250 3.762852 0.10 -1.12 0.99
O -5.204266 1.681940 2.054802 -0.74 0.53 -0.79
Cl -6.171138 -0.959740 2.111178 0.24 0.03 0.03
O -0.793504 -1.118515 -2.471643 0.15 -0.36 0.39
C -0.242879 -2.375224 -2.021884 0.23 0.76 -0.05
C 1.283518 -2.246935 -1.953566 -0.22 -0.53 -0.25
O 1.917631 -3.022754 -0.946439 0.09 0.70 0.02
C 1.585039 -2.694040 0.357768 0.03 -0.85 0.12
F 1.456335 -1.294105 0.514803 0.06 0.16 -0.22
C 2.621933 -3.227076 1.343296 -0.07 0.57 -1.13
C 3.961602 -3.520367 0.683924 0.35 -0.30 1.04
C 4.975961 -3.986863 1.745750 -0.33 -0.10 -0.20
F 4.337694 -4.422863 2.905491 -0.06 0.02 0.04
H -1.037051 1.967894 0.995587 -0.20 -0.09 -0.14
H -0.304311 2.333174 2.545773 -0.06 -0.06 0.25
H 0.558174 1.369059 1.324944 0.32 -0.23 0.19
H -0.311287 4.196235 0.672010 -0.64 -1.19 0.66
H 2.462684 4.378948 1.491928 0.19 0.11 -0.10
H 1.075759 4.979947 2.450203 -0.04 0.10 0.20
H 1.722532 3.402085 2.717102 0.14 -0.17 0.28
H 1.891371 2.280251 -0.260509 0.50 -0.07 0.10
H 1.927580 3.963824 -0.771525 0.16 -0.21 0.20
H -0.766761 3.200786 -1.224456 -0.26 -0.07 0.03
H -0.026029 3.470364 -3.609837 -0.13 -0.02 -0.33
H 0.729252 4.691138 -2.606265 0.06 0.20 -0.10
H 1.655403 3.268756 -3.078381 0.31 0.01 -0.25
H 0.676068 0.794935 -1.047535 0.32 -0.27 0.02
H 0.505420 1.136847 -2.787846 0.07 -0.40 -0.22
H -1.064436 -0.635650 -0.473040 0.21 -0.29 0.08
H -3.471938 0.353558 -1.418489 0.03 0.26 -0.03
H -3.178663 -0.908198 -2.581432 -0.03 0.07 -0.40
H -3.166626 -2.617827 -0.892398 0.04 -0.29 -0.09
H -4.612712 -1.687990 -0.809686 -0.37 0.06 0.19
H -2.208989 -1.755467 1.061012 0.29 -0.04 0.02
H -3.859137 -2.055407 1.439873 -0.07 -0.21 0.22
H -3.413650 0.762298 0.541806 -0.25 0.08 -0.25
H -2.487958 0.264944 1.930828 0.07 0.24 0.46
H -0.690693 -2.616844 -1.066382 0.05 -0.27 0.26
H -0.509210 -3.137181 -2.737309 -0.27 -0.18 -0.17
H 1.684998 -2.600418 -2.892475 0.26 -0.22 -0.15
H 1.566482 -1.206947 -1.892224 0.00 0.39 0.31
H 0.605544 -3.113671 0.580626 -0.33 0.33 0.19
H 2.777923 -2.434470 2.062421 -0.19 -0.01 0.52
H 2.198056 -4.097709 1.815735 0.08 -0.24 0.33
H 3.882444 -4.284449 -0.069351 -0.21 -0.15 -0.37
H 4.359638 -2.618113 0.239154 0.02 0.18 -0.35
H 5.527674 -4.838229 1.371900 0.37 -0.08 -0.05
H 5.648542 -3.187423 2.031660 0.18 0.12 0.12
Yb 0.498668 5.776484 -0.195769 0.69 0.21 -0.55
```
Forces are in eV/Å.

---

# 3
4 unconnected molecules or ions with the total composition C18H35N2O9 in a non-equilibrium geometry, computed with ωB97M-V/def2-TZVPD.

The charge is -1. The relative energy (zero: lowest compared OMol25 entry of this formula, charge and spin) is 1.0688 eV. The value obtained for the gap between HOMO and LUMO is 4.76 eV.

XYZ file:
```
64
Properties=species:S:1:pos:R:3:forces:R:3
O -1.068101 -0.516042 -0.587195 -2.13 -0.50 -1.28
H -1.018129 -0.577618 0.369522 -0.30 0.23 3.94
H -0.708994 0.303301 -0.935522 0.51 1.97 -0.22
H -0.521925 -1.243073 -0.894961 1.45 -1.07 -0.98
C -3.093579 -2.838315 3.633166 0.38 -0.45 4.00
C -2.438642 -2.140366 2.674767 -1.57 -0.36 -3.68
C -1.262906 -1.214402 2.960035 0.79 1.63 0.45
O -0.692136 -0.476264 2.053991 -0.64 -0.82 -1.73
C -0.842006 -1.012906 4.257270 -1.06 -1.29 -0.13
C -1.473727 -1.750507 5.325849 0.15 -0.24 0.60
C -2.649212 -2.778841 5.017093 -0.26 -1.08 0.97
O -3.032188 -3.471660 6.013071 0.41 1.46 -2.54
O -1.138132 -1.655779 6.503588 0.07 0.24 -0.19
O -2.931636 -2.289585 1.474578 2.08 1.15 0.68
H -3.947889 -3.448060 3.378694 0.06 -0.06 -0.13
H -0.051692 -0.297081 4.428761 0.03 0.00 0.25
C 3.136165 1.833695 -3.226566 0.28 -0.33 -0.27
O 2.173664 2.302497 -2.329685 -0.93 -0.36 0.66
C 1.997437 1.512261 -1.132540 0.99 0.77 0.43
C 1.030337 2.197360 -0.201604 -0.68 0.34 -1.16
N -0.328368 2.065398 -0.788205 -0.68 -0.06 1.33
C -1.401409 2.651017 0.059186 -0.15 0.97 0.19
C -1.055405 4.071909 0.515170 -0.46 0.91 0.01
O -2.200011 4.809921 0.971670 -0.45 -1.14 -0.03
C -1.851740 6.065049 1.452360 0.94 0.57 0.32
H 3.005832 0.769001 -3.420348 0.13 -0.24 0.04
H 4.154896 2.035041 -2.895261 0.18 -0.19 0.38
H 3.066496 2.334019 -4.192448 -0.48 0.23 0.11
H 2.947250 1.444894 -0.602056 0.40 0.05 -0.06
H 1.667483 0.479129 -1.241548 -0.16 -0.08 -0.88
H 1.275437 3.255182 -0.106486 0.36 0.05 0.06
H 1.088047 1.743427 0.787698 -0.34 -0.22 -0.04
H -0.419137 2.578970 -1.653136 0.65 -0.02 -0.28
H -1.634067 2.126215 0.985767 0.24 -0.77 -0.31
H -2.301942 2.699913 -0.552969 -0.09 -0.12 0.07
H -0.644692 4.682548 -0.288904 0.41 -0.12 -0.45
H -0.308854 4.028264 1.308184 0.08 0.06 0.22
H -1.115655 5.994793 2.253208 0.22 -0.17 0.26
H -2.664068 6.657838 1.872855 -0.48 -0.55 -0.31
H -1.371891 6.662380 0.677099 0.02 0.22 -0.33
C 3.313594 -3.275353 2.062076 0.39 0.23 0.46
O 2.650557 -3.191795 0.853172 -0.89 -0.48 -1.37
C 1.322844 -2.665021 0.869024 -0.01 -0.23 -0.54
C 0.585157 -3.150179 -0.407035 0.72 -0.61 1.65
N 0.737672 -2.189730 -1.463792 -1.05 0.44 -0.35
C 0.046379 -2.587494 -2.692004 -0.43 0.60 0.54
C 0.016002 -1.517293 -3.759924 1.53 -0.23 -1.12
O -0.678178 -0.353762 -3.437152 -1.56 0.40 1.04
C -1.067696 0.458236 -4.531341 1.55 -0.32 -0.91
H 3.668826 -2.274210 2.306267 0.20 0.01 0.62
H 4.157797 -3.954199 1.941301 0.14 0.13 -0.16
H 2.711612 -3.699006 2.865966 -0.31 0.22 0.11
H 1.330448 -1.575760 0.829667 0.14 0.27 0.25
H 0.786645 -2.921341 1.782747 0.00 -0.25 0.01
H -0.459848 -3.315913 -0.145101 -0.26 0.24 -0.16
H 1.001903 -4.115994 -0.692713 0.08 -0.30 0.04
H 1.685030 -1.840660 -1.491266 0.08 -0.20 -0.64
H -0.999497 -2.735970 -2.423308 -0.15 -0.25 0.29
H 0.397386 -3.554494 -3.052310 0.23 0.03 -0.48
H -0.298277 -1.947143 -4.710999 -0.66 -0.19 -0.04
H 1.049509 -1.257420 -3.988891 0.57 0.31 0.02
H -1.638648 1.365305 -4.332981 -0.12 -0.45 0.93
H -1.562217 -0.093161 -5.331037 -0.35 -0.33 0.17
H -0.131915 0.798834 -4.974508 0.18 0.35 -0.37
```
Forces are in eV/Å.

---

no.,electronic energy (hartree)
1,-6527.0463
2,-3299.1302
3,-1493.3954